No. 1
Formula: C12H10F11IrNO6S3
Source: OMol25
Level of theory: the ωB97M-V functional and the def2-TZVPD basis

Cartesian coordinates (Å):
Ir 0.54103 -0.00946 0.53001
F 0.01917 2.44387 3.36027
C 0.83703 1.74002 4.13102
F 0.23064 1.41473 5.25500
F 1.93442 2.42595 4.36964
S 1.31914 0.15439 3.29298
O 0.11996 -0.51213 2.79622
O 2.19203 -0.52270 4.17243
N 1.98708 0.73219 1.89690
S 3.21731 -0.14594 1.25239
O 4.09637 -0.84792 2.10244
O 2.46987 -0.90059 0.21049
C 4.17754 1.20504 0.40711
F 3.37187 1.91396 -0.36218
F 4.69749 1.96852 1.34720
F 5.11966 0.63251 -0.30871
C -1.16403 -2.49738 0.35064
O -1.13064 -1.13307 -0.13354
C -2.36266 -0.39110 -0.02311
C -2.26290 0.48196 1.19503
O -1.03440 1.23236 1.06919
C -1.19752 2.53587 0.44545
H -1.34956 -2.51698 1.42468
H -0.19118 -2.92596 0.12483
H -1.94222 -3.03108 -0.19160
H -3.19808 -1.08825 0.02376
H -2.43797 0.20646 -0.93086
H -2.16991 -0.09851 2.11265
H -3.09826 1.17500 1.27874
H -1.89513 3.09823 1.06274
H -1.55155 2.43190 -0.57763
H -0.22025 3.00793 0.45210
F -2.04814 -2.65684 -5.29237
C -1.42517 -1.86551 -4.43773
C -0.33649 -2.34028 -3.72000
F 0.07054 -3.59152 -3.88606
C 0.31010 -1.50222 -2.83264
F 1.33323 -1.98906 -2.13444
C -0.10595 -0.19138 -2.61926
S 0.76801 0.90858 -1.55951
C -1.21290 0.24741 -3.33875
F -1.69275 1.48278 -3.14866
C -1.86627 -0.56612 -4.24724
F -2.91855 -0.11565 -4.91959

Maximum force: 1.45 eV/A
Charge: +1
LUMO level: -4.38 eV

***

No. 2
Formula: C73H114NO49
Source: OMol25
Level of theory: the ωB97M-V functional and the def2-TZVPD basis

Cartesian coordinates (Å):
C -2.53187 0.04546 -0.55407
C -1.18389 -0.71140 -0.57903
C -0.33043 -0.06247 -1.74692
C 0.37234 1.18242 -1.38574
C 1.25391 0.86277 -0.16029
C 0.46713 0.31194 1.10301
N -0.38660 -0.83690 0.68997
O -1.11600 -1.39954 1.77213
C -0.24659 1.48115 1.83917
C 1.67230 -0.21805 2.03285
C -1.47055 -2.13091 -1.06008
H -2.95175 0.37217 -1.50542
H -2.57843 0.94840 0.05471
H -3.28703 -0.60078 -0.10660
H -0.87499 0.08677 -2.67928
H 0.41720 -0.81140 -2.00816
H -0.22817 2.04322 -1.09162
H 0.97005 1.50314 -2.23894
H 1.75310 1.77386 0.16958
H 2.07080 0.19841 -0.44207
H 0.35162 2.38588 1.73106
H -0.42308 1.37665 2.90971
H -1.19364 1.78088 1.39045
H 1.98318 -1.20722 1.69671
H 1.18761 -0.47669 2.97428
H 2.46552 0.52714 2.09291
H -0.60723 -2.74944 -1.30543
H -2.00840 -2.11420 -2.00800
H -2.02188 -2.74924 -0.35170
C -8.01368 -3.83527 -0.82231
C -8.40044 -5.09262 -1.55316
C -8.15335 -5.03144 -3.10168
O -7.29626 -6.11704 -3.43951
C -7.04543 -6.77739 -2.34623
O -6.56589 -7.88585 -2.28998
O -7.44580 -6.14027 -1.25040
H -7.09438 -3.38004 -1.19076
H -7.93154 -4.06677 0.23965
H -8.84636 -3.13617 -0.89978
H -9.37172 -5.44728 -1.20829
H -7.75554 -4.04728 -3.34925
H -9.14962 -5.00983 -3.54334
C -2.93174 -7.94067 1.82617
C -3.00633 -6.87395 2.89916
C -4.43739 -6.44664 3.19618
O -4.53941 -6.45176 4.56047
C -3.53819 -7.17442 5.12122
O -3.36353 -7.42626 6.27709
O -2.68651 -7.54040 4.10678
H -3.60486 -8.79640 1.87846
H -1.98314 -8.44460 1.64090
H -3.22009 -7.41073 0.91837
H -2.27283 -6.07614 2.78270
H -5.06498 -7.21963 2.75264
H -4.73725 -5.49264 2.76250
C 9.05324 0.15980 0.57996
C 7.79286 -0.44624 -0.03299
C 7.50810 0.19483 -1.40630
O 7.64808 -0.81683 -2.30150
C 7.73765 -2.00063 -1.75245
O 7.77212 -3.10380 -2.32757
O 7.92991 -1.81021 -0.41551
H 9.35199 -0.34305 1.49974
H 8.78879 1.17569 0.87344
H 9.91295 0.14664 -0.08998
H 6.91022 -0.33384 0.59661
H 8.22783 0.99097 -1.59675
H 6.51314 0.62561 -1.29410
C 0.59718 -4.54794 7.44974
C 0.73639 -4.73795 8.99212
C 0.45467 -6.07462 9.63002
O 1.54759 -6.14116 10.48907
C 2.52538 -5.40674 10.02287
O 3.68760 -5.46425 10.43261
O 2.08410 -4.48479 9.28297
H -0.42167 -4.68545 7.08758
H 1.13922 -5.39862 7.03666
H 0.91845 -3.56864 7.09499
H 0.19139 -4.01986 9.60485
H 0.36216 -6.92027 8.94853
H -0.48141 -5.95546 10.17560
C -3.84715 -0.12279 7.17761
C -5.01687 0.22324 6.20954
C -5.32373 -0.78556 5.16840
O -6.72058 -0.98852 5.20178
C -7.20211 -0.42945 6.29950
O -8.38652 -0.36297 6.60891
O -6.19132 0.15223 6.97739
H -2.92980 -0.06046 6.59219
H -3.94258 -1.09858 7.65388
H -3.81577 0.64701 7.94865
H -4.78969 1.16746 5.71462
H -4.81420 -1.68620 5.51092
H -4.88937 -0.45161 4.22611
C -1.61656 -7.01364 -4.69789
C -1.87286 -5.94818 -5.80575
C -0.75805 -4.98122 -6.17576
O -0.80288 -4.92756 -7.56861
C -1.56162 -5.92175 -8.02251
O -1.83746 -6.14697 -9.20453
O -2.08716 -6.60217 -7.00128
H -1.66333 -6.67227 -3.66377
H -0.68055 -7.53739 -4.89201
H -2.31603 -7.80975 -4.95295
H -2.75926 -5.35988 -5.56850
H 0.21912 -5.22127 -5.75668
H -1.02708 -3.98494 -5.82480
C 2.94838 -6.37424 1.46561
C 2.35015 -5.94888 0.10870
C 3.11738 -4.82280 -0.47875
O 3.21840 -5.17499 -1.82379
C 2.95336 -6.47761 -1.98696
O 3.13712 -7.06750 -3.03822
O 2.58412 -6.98754 -0.81015
H 4.00226 -6.65113 1.43774
H 2.38104 -7.26047 1.74991
H 2.67147 -5.62615 2.20840
H 1.29499 -5.67950 0.15537
H 4.07436 -4.65660 0.01588
H 2.53104 -3.90907 -0.38180
C -4.12886 5.89070 -0.15824
C -5.43507 5.18406 0.34846
C -5.31755 4.77721 1.78983
O -6.37527 5.49651 2.49549
C -7.01904 6.22600 1.64803
O -7.85399 7.05406 2.01914
O -6.48104 6.12815 0.40309
H -3.87317 6.78008 0.41772
H -4.28383 6.28431 -1.16280
H -3.27047 5.22527 -0.25011
H -5.58229 4.29562 -0.26562
H -4.41256 5.18457 2.24057
H -5.34867 3.69357 1.90329
C 5.95471 7.61141 4.78053
C 6.59514 6.28413 4.37013
C 5.66247 5.13206 3.96979
O 6.17435 4.75006 2.70652
C 7.11198 5.59622 2.30375
O 7.67987 5.55262 1.19402
O 7.28808 6.57781 3.17640
H 6.70339 8.32396 5.12671
H 5.21649 7.46205 5.56847
H 5.38106 8.08752 3.98533
H 7.30714 6.00236 5.14587
H 4.65835 5.52669 3.81449
H 5.57495 4.31894 4.69040
C 6.59315 -1.09766 9.00008
C 6.02505 -1.12801 7.57330
C 6.88295 -0.45614 6.57434
O 6.84640 -1.28732 5.48103
C 6.34134 -2.48100 5.83095
O 6.25131 -3.39564 4.97811
O 5.86985 -2.48545 7.11914
H 6.61376 -0.09599 9.42941
H 7.64268 -1.39084 9.02504
H 6.06291 -1.78546 9.65878
H 4.99315 -0.78071 7.52163
H 7.91431 -0.35338 6.91173
H 6.42838 0.46994 6.22248
C 3.49889 -1.35305 -6.55288
C 4.52178 -1.71887 -7.60775
C 4.67516 -3.23097 -7.81949
O 4.12423 -3.36824 -9.07441
C 3.83507 -2.24360 -9.66351
O 3.35650 -2.12569 -10.79678
O 4.16031 -1.22141 -8.84069
H 2.53156 -1.78145 -6.81529
H 3.40820 -0.26862 -6.49048
H 3.72217 -1.73015 -5.55487
H 5.52686 -1.41700 -7.31311
H 4.21838 -3.84046 -7.03976
H 5.73525 -3.47401 -7.89196
C -2.78580 3.78944 -5.71154
C -3.11732 2.75252 -6.78838
C -1.97791 1.88770 -7.33891
O -2.52813 0.57256 -7.26363
C -3.77532 0.59946 -6.66956
O -4.49758 -0.35160 -6.55394
O -4.07848 1.84565 -6.39074
H -2.89746 3.58245 -4.64722
H -3.34540 4.71905 -5.81532
H -1.77160 4.12447 -5.92891
H -3.53589 3.18854 -7.69546
H -1.07281 2.00383 -6.74275
H -1.84555 2.18866 -8.37814
C 1.42303 8.44246 -3.32050
C 1.89901 8.23153 -1.83753
C 3.27276 7.64745 -1.77878
O 3.98395 8.43142 -0.83446
C 3.28246 9.49782 -0.50704
O 3.63485 10.34437 0.31333
O 2.09371 9.47489 -1.14991
H 2.22133 8.82398 -3.95710
H 0.64563 9.20618 -3.34249
H 1.01693 7.52053 -3.73667
H 1.15106 7.71753 -1.23383
H 3.68965 7.65838 -2.78585
H 3.15641 6.60134 -1.49554
C -2.23177 5.75096 7.90822
C -0.81198 6.30679 7.69201
C 0.29170 5.27780 7.57929
O 0.96129 5.57579 6.36920
C 0.41022 6.64319 5.74624
O 0.72364 7.18367 4.73800
O -0.76038 6.94005 6.44054
H -2.60132 5.12714 7.09436
H -2.91795 6.59741 7.88067
H -2.32695 5.20321 8.84578
H -0.47110 7.03958 8.42341
H -0.17575 4.30184 7.44856
H 0.90475 5.28849 8.48049
C -9.21675 0.81709 -4.50379
C -10.04880 0.92719 -5.80793
C -10.10348 -0.25027 -6.77136
O -11.44291 -0.30923 -7.15092
C -12.19671 0.43304 -6.35584
O -13.43368 0.60068 -6.37884
O -11.43062 0.96684 -5.42637
H -9.28033 1.73982 -3.92706
H -8.14999 0.59382 -4.52092
H -9.61646 0.04311 -3.84859
H -9.84004 1.89463 -6.26461
H -9.78556 -1.14714 -6.23972
H -9.47701 -0.04102 -7.63846
C 7.81351 4.85305 -8.08212
C 6.83573 3.94090 -7.31269
C 6.87989 4.15829 -5.78248
O 5.46881 4.03197 -5.51392
C 4.76279 4.23876 -6.62353
O 3.57892 4.33455 -6.66177
O 5.53364 4.27366 -7.66929
H 7.67704 4.76535 -9.15998
H 8.87200 4.76975 -7.83567
H 7.66736 5.89347 -7.79180
H 7.01078 2.90551 -7.60497
H 7.31623 5.08970 -5.42165
H 7.47732 3.31121 -5.44537

Maximum force: 6.59 eV/A
Charge: -1
LUMO level: 0.86 eV

***

The highest LUMO level belongs to which entry? C73H114NO49

***

What is the formula in the first record? C12H10F11IrNO6S3

***

Look up the maximum force of the first one. 1.45 eV/A

***

The lowest LUMO level belongs to which entry? C12H10F11IrNO6S3